[1]
Formula: C5H12NO
Source: the Open Molecules 2025 dataset
Level of theory: ωB97M-V/def2-TZVPD

Summary:
- Gap between HOMO and LUMO: 5.9 eV
- ΔE to the lowest compared entry with this formula, charge and spin: 131.9 kJ/mol
- Net charge: -1
- E_HOMO: -2.10 eV
- Lowest unoccupied orbital energy: 3.84 eV
- SMILES: CCN(C)CC[O-]

```
19
Properties=species:S:1:pos:R:3:forces:R:3:lowdin_charge:R:1
O 2.10758 -1.57925 0.21048 -0.1 -0.2 0.1 -0.37
N -0.15348 0.28900 0.00842 -1.3 0.0 0.2 -0.22
C 0.96552 -1.98843 -0.36408 1.0 1.2 0.1 -0.57
C -1.36529 0.91809 0.52922 0.8 1.4 0.2 -0.27
C 0.14427 0.81539 -1.29129 1.0 -0.8 -1.1 -0.13
C -1.03353 2.37654 0.98332 -1.2 0.1 -1.0 -0.11
C -0.27369 -1.14455 0.06307 0.1 -1.7 -0.1 -0.26
H 0.57740 1.80696 -1.22702 -0.3 0.4 0.0 0.07
H -0.67270 0.76987 -2.04289 -0.4 0.3 0.5 0.08
H -1.78808 0.33481 1.34280 0.3 -0.1 0.1 0.10
H -0.38515 -1.52560 1.08617 -0.3 0.8 0.2 0.10
H 1.03978 -1.88173 -1.48854 -0.3 -0.7 0.0 0.06
H -1.36116 3.04441 0.17044 0.3 0.0 0.1 0.05
H 0.67714 -3.03246 -0.03646 -0.2 0.1 -0.7 0.07
H -1.68107 2.68404 1.80626 0.4 -0.1 0.4 0.05
H -1.14521 -1.52971 -0.51776 -0.1 0.2 0.0 0.10
H 0.02647 2.56901 1.10825 0.0 -0.3 0.5 0.07
H 0.91525 0.22645 -1.80869 0.1 -0.1 0.6 0.07
H -2.17762 1.08535 -0.20814 0.1 -0.7 -0.2 0.10
```
Positions in Å, forces in eV/Å.



[2]
Formula: C5H12NO
Source: the Open Molecules 2025 dataset
Level of theory: ωB97M-V/def2-TZVPD

Summary:
- Gap between HOMO and LUMO: 5.9 eV
- ΔE to the lowest compared entry with this formula, charge and spin: 99.8 kJ/mol
- Net charge: -1
- E_HOMO: -2.13 eV
- Lowest unoccupied orbital energy: 3.78 eV
- SMILES: CNCCCC[O-]

```
19
Properties=species:S:1:pos:R:3:forces:R:3:lowdin_charge:R:1
O 0.29355 1.56710 -3.06471 -0.1 0.0 0.2 -0.39
N -0.17642 -0.35588 1.82725 0.2 0.7 0.8 -0.14
C -0.36354 -0.94528 0.51375 0.5 -0.4 -0.3 -0.26
C 0.38803 1.10879 -1.79863 0.2 0.1 -1.1 -0.57
C 0.68195 -0.41643 -1.76336 0.1 0.6 1.3 -0.23
C -1.19081 0.60496 2.22858 -1.1 -0.7 0.2 -0.16
C 0.92805 -0.96253 -0.34380 -0.6 -0.2 0.1 -0.21
H -0.77870 1.33336 2.92425 0.1 0.3 -0.3 0.07
H -1.70720 1.02175 1.35661 0.4 0.7 0.0 0.07
H 1.25054 1.56313 -1.23862 0.0 0.1 0.3 0.08
H -0.70094 -1.97679 0.65269 -0.2 0.0 -0.1 0.10
H -0.53303 1.31772 -1.20204 0.0 0.0 0.3 0.07
H 0.69290 0.15539 1.87720 0.2 -0.2 -0.4 0.08
H 1.59439 -0.50650 -2.34805 -0.2 -0.4 -0.4 0.09
H -2.03536 0.16201 2.78810 0.3 -0.4 0.0 0.06
H -1.12554 -0.39204 -0.03391 -0.2 0.0 -0.1 0.08
H -0.19006 -0.92065 -2.17331 0.2 -0.3 -0.5 0.10
H 1.29990 -1.99257 -0.39708 0.1 0.1 0.1 0.09
H 1.67227 -0.36554 0.19507 0.2 0.0 -0.3 0.09
```
Positions in Å, forces in eV/Å.



[3]
Formula: C5H12NO
Source: the Open Molecules 2025 dataset
Level of theory: ωB97M-V/def2-TZVPD

Summary:
- Gap between HOMO and LUMO: 5.8 eV
- ΔE to the lowest compared entry with this formula, charge and spin: 236.0 kJ/mol
- Net charge: -1
- E_HOMO: -2.12 eV
- Lowest unoccupied orbital energy: 3.70 eV
- SMILES: CN[C@H](C)CC[O-]

```
19
Properties=species:S:1:pos:R:3:forces:R:3:lowdin_charge:R:1
O 1.69229 2.49506 0.20489 1.8 -2.1 1.1 -0.46
N -0.52433 -1.40302 0.00789 -1.0 0.8 1.0 -0.11
C 1.29658 0.19923 -0.23713 2.9 -0.2 -0.5 -0.29
C -2.00581 -1.88403 -0.00580 3.4 -1.0 1.1 -0.15
C -0.97623 1.14268 -0.25630 -0.9 -3.4 2.5 -0.07
C 2.30794 1.17736 0.43361 -3.9 2.8 -1.1 -0.44
C -0.02954 0.04828 0.46625 -1.1 -0.4 -2.2 -0.32
H -2.45831 -1.56613 0.94814 -0.1 -0.7 -0.5 0.06
H 1.22440 0.64012 -1.27835 -0.2 -1.0 1.0 0.11
H 1.90502 -0.74407 -0.20127 -0.9 0.0 -0.5 0.10
H -2.03238 0.81038 -0.05246 0.6 0.7 0.0 0.05
H 2.33450 0.82359 1.47391 0.4 0.3 0.6 0.06
H -0.27403 -1.44700 -0.96578 0.5 0.1 -0.2 0.05
H 0.21208 0.16835 1.59289 -1.2 -0.4 -1.7 0.15
H 3.29343 1.06782 -0.01405 0.4 -0.1 -0.2 0.06
H -0.70175 2.02907 0.22391 0.2 1.8 0.0 0.03
H -0.83677 1.07846 -1.31408 0.4 0.3 -0.5 0.05
H -2.58984 -1.62595 -0.84493 -0.8 1.1 -1.0 0.02
H -1.83724 -3.01020 -0.18134 -0.7 1.4 1.0 0.08
```
Positions in Å, forces in eV/Å.



[4]
Formula: C5H12NO
Source: the Open Molecules 2025 dataset
Level of theory: ωB97M-V/def2-TZVPD

Summary:
- Gap between HOMO and LUMO: 6.1 eV
- ΔE to the lowest compared entry with this formula, charge and spin: 102.6 kJ/mol
- Net charge: -1
- E_HOMO: -2.25 eV
- Lowest unoccupied orbital energy: 3.85 eV
- SMILES: C[C@H](C[O-])N(C)C

```
19
Properties=species:S:1:pos:R:3:forces:R:3:lowdin_charge:R:1
O -0.35740 -2.82164 -0.99284 -0.1 -0.1 -0.2 -0.36
N 0.25937 0.42182 0.78175 -0.3 -0.1 0.5 -0.25
C 0.42591 -0.62247 -0.23100 0.5 -0.5 -0.8 -0.38
C -0.35719 -1.98756 0.04518 0.6 0.6 -0.1 -0.51
C -1.09991 0.62741 1.27696 0.5 0.5 -0.5 -0.12
C 0.25147 -0.16820 -1.68582 -0.1 0.1 0.0 -0.10
C 0.91068 1.67347 0.47713 0.3 -0.7 -0.1 -0.15
H 0.21513 -2.38636 0.92337 -0.4 0.0 0.4 0.08
H -1.36993 -1.67352 0.40538 0.0 -0.3 0.1 0.07
H 1.08568 0.47012 -2.00601 -0.2 0.1 0.0 0.05
H -1.84257 0.38870 0.51217 -0.2 -0.1 0.1 0.07
H 1.90197 1.46197 0.07134 0.1 0.0 0.0 0.08
H -1.21894 1.69653 1.49573 -0.1 -0.1 0.2 0.06
H -0.68876 0.35004 -1.87568 -0.2 0.2 0.0 0.06
H 1.05620 2.23787 1.39600 -0.1 0.3 0.1 0.07
H -1.27478 0.05092 2.18441 -0.2 -0.1 0.0 0.07
H 1.48612 -0.91556 -0.19843 0.0 0.0 0.2 0.12
H 0.24549 -1.06618 -2.30487 0.0 -0.1 0.1 0.06
H 0.37146 2.26263 -0.27476 0.0 0.3 0.0 0.07
```
Positions in Å, forces in eV/Å.



[5]
Formula: C5H12NO
Source: the Open Molecules 2025 dataset
Level of theory: ωB97M-V/def2-TZVPD

Summary:
- Gap between HOMO and LUMO: 6.3 eV
- ΔE to the lowest compared entry with this formula, charge and spin: 35.0 kJ/mol
- Net charge: -1
- E_HOMO: -2.53 eV
- Lowest unoccupied orbital energy: 3.78 eV
- SMILES: CC(C)CNC[O-]

```
19
Properties=species:S:1:pos:R:3:forces:R:3:lowdin_charge:R:1
O 2.10466 2.55158 -0.12711 0.2 0.0 -0.2 -0.32
N 0.15323 1.40032 0.69406 0.9 0.0 -0.5 -0.08
C -0.69163 -1.71257 -1.32457 0.4 -0.9 0.6 -0.10
C 0.35269 0.31858 -0.32817 -1.0 0.8 1.9 -0.24
C 0.83497 2.69067 0.15990 -0.5 -0.2 0.4 -0.61
C -0.46994 -1.49400 1.17433 0.3 -0.5 -0.6 -0.10
C -0.71953 -0.76965 -0.13200 0.0 0.8 -0.6 -0.46
H 0.32886 -2.10064 -1.42664 0.1 0.2 -0.2 0.08
H 1.29890 -0.16749 -0.10368 0.5 0.1 -0.9 0.10
H -1.00848 -1.28418 -2.26008 0.0 0.4 -0.3 0.06
H -1.67034 -0.23791 -0.05462 -0.2 -0.1 -0.1 0.12
H 0.26812 0.86050 -1.27044 0.3 -0.6 -0.4 0.11
H 0.15597 2.98898 -0.67931 0.0 0.0 -0.2 0.07
H -1.13369 -2.35282 1.27424 -0.1 -0.1 0.2 0.06
H 0.56047 -1.85866 1.15668 0.1 -0.2 0.1 0.08
H -0.56978 -0.83311 2.01325 -0.1 0.4 0.4 0.06
H 0.61025 3.40001 0.99708 -0.1 0.2 0.0 0.06
H 0.86556 1.22310 1.40453 -0.3 -0.3 0.2 0.06
H -1.27029 -2.62270 -1.16745 -0.4 0.0 0.1 0.06
```
Positions in Å, forces in eV/Å.



[6]
Formula: C5H12NO
Source: the Open Molecules 2025 dataset
Level of theory: ωB97M-V/def2-TZVPD

Summary:
- Gap between HOMO and LUMO (alpha / beta): 3.0 / 6.6 eV
- ΔE to the lowest compared entry with this formula, charge and spin: 240.3 kJ/mol
- Net charge: -2
- E_HOMO (alpha / beta): 4.00 / 0.28 eV
- Lowest unoccupied orbital energy (alpha / beta): 6.99 / 6.89 eV
- Spin multiplicity: 2

```
19
Properties=species:S:1:pos:R:3:forces:R:3:lowdin_charge:R:1
O 1.59274 -2.22708 0.81529 1.7 1.1 -0.3 -0.42
N -1.26912 0.73655 -0.25640 -2.5 1.4 0.1 -0.14
C -0.30704 -0.18461 0.34646 -2.0 -1.6 -1.0 -0.49
C 1.11234 0.18137 0.46947 0.6 0.6 -3.2 -0.24
C -0.66356 -1.47047 -0.46271 0.1 -0.9 1.1 -0.12
C -1.21913 2.04343 -1.03565 -1.7 -1.1 1.8 -0.61
C 2.01856 -0.91030 1.02573 0.2 -2.1 -2.1 -0.50
H -0.31400 -1.28508 -1.51378 -0.4 -0.7 0.9 0.08
H -0.34199 -2.39790 0.06520 0.7 0.7 -1.0 0.05
H -2.16217 2.70853 -0.68355 2.1 -1.1 -0.8 -0.05
H -1.22654 1.90671 -2.12402 -0.3 -0.2 -0.1 -0.06
H -1.76676 -1.61736 -0.38445 0.3 0.7 -0.7 0.04
H -2.24199 0.26850 -0.15819 2.4 1.7 -0.6 0.08
H -0.25550 2.49467 -0.87370 0.2 0.6 0.4 -0.03
H 3.14103 -0.58943 0.80495 -1.2 -0.6 -0.2 0.09
H 1.94784 -0.76604 2.02953 0.1 0.8 3.8 0.02
H 1.32644 0.46057 -0.60963 0.7 0.3 1.1 0.11
H -0.53463 -0.35257 1.37220 -1.1 -0.4 1.2 0.11
H 1.16346 1.00051 1.17324 0.2 0.9 -0.3 0.09
```
Positions in Å, forces in eV/Å.



Please write out number 3 again, unchanged.
Formula: C5H12NO
Source: the Open Molecules 2025 dataset
Level of theory: ωB97M-V/def2-TZVPD

Summary:
- Gap between HOMO and LUMO: 5.8 eV
- ΔE to the lowest compared entry with this formula, charge and spin: 236.0 kJ/mol
- Net charge: -1
- E_HOMO: -2.12 eV
- Lowest unoccupied orbital energy: 3.70 eV
- SMILES: CN[C@H](C)CC[O-]

```
19
Properties=species:S:1:pos:R:3:forces:R:3:lowdin_charge:R:1
O 1.69229 2.49506 0.20489 1.8 -2.1 1.1 -0.46
N -0.52433 -1.40302 0.00789 -1.0 0.8 1.0 -0.11
C 1.29658 0.19923 -0.23713 2.9 -0.2 -0.5 -0.29
C -2.00581 -1.88403 -0.00580 3.4 -1.0 1.1 -0.15
C -0.97623 1.14268 -0.25630 -0.9 -3.4 2.5 -0.07
C 2.30794 1.17736 0.43361 -3.9 2.8 -1.1 -0.44
C -0.02954 0.04828 0.46625 -1.1 -0.4 -2.2 -0.32
H -2.45831 -1.56613 0.94814 -0.1 -0.7 -0.5 0.06
H 1.22440 0.64012 -1.27835 -0.2 -1.0 1.0 0.11
H 1.90502 -0.74407 -0.20127 -0.9 0.0 -0.5 0.10
H -2.03238 0.81038 -0.05246 0.6 0.7 0.0 0.05
H 2.33450 0.82359 1.47391 0.4 0.3 0.6 0.06
H -0.27403 -1.44700 -0.96578 0.5 0.1 -0.2 0.05
H 0.21208 0.16835 1.59289 -1.2 -0.4 -1.7 0.15
H 3.29343 1.06782 -0.01405 0.4 -0.1 -0.2 0.06
H -0.70175 2.02907 0.22391 0.2 1.8 0.0 0.03
H -0.83677 1.07846 -1.31408 0.4 0.3 -0.5 0.05
H -2.58984 -1.62595 -0.84493 -0.8 1.1 -1.0 0.02
H -1.83724 -3.01020 -0.18134 -0.7 1.4 1.0 0.08
```
Positions in Å, forces in eV/Å.